[1]
Density functional theory data (the ωB97M-V functional and the def2-TZVPD basis) for 2 unconnected molecules or ions with the total composition C4H11Cl2N2.

Positions of all 19 atoms, in Å:
C1 0.979 -1.391 0.003
C2 -1.335 -1.280 1.043
C3 -0.305 -0.624 0.167
C4 -0.720 0.293 -0.929
N1 0.079 0.455 -2.038
N2 -0.124 0.848 0.354
Cl1 2.652 2.851 1.020
Cl2 -2.446 0.765 -1.057
H1 0.763 -2.373 -0.409
H2 1.460 -1.536 0.968
H3 1.665 -0.883 -0.668
H4 -0.883 -1.620 1.971
H5 -1.737 -2.148 0.527
H6 -2.162 -0.615 1.270
H7 -0.119 1.284 -2.585
H8 0.147 -0.356 -2.638
H9 0.821 1.256 0.340
H10 -0.750 1.341 0.989
H11 2.016 3.733 1.673

Calculated values
Energy above the lowest of the compared OMol25 structures with the same formula, charge and spin ... 0.00 kJ/mol
M ... 158.1 g mol⁻¹
HOMO energy ... -14.8099 eV
Total charge ... +1



[2]
Density functional theory data (the ωB97M-V functional and the def2-TZVPD basis) for a molecular structure, C4H11ClCoNO2Y at a distorted geometry.

Positions of all 21 atoms, in Å:
Co1 0.649 1.050 0.796
Cl1 1.469 -0.700 -0.152
C1 1.606 2.387 -0.304
H1 1.792 3.287 0.312
H2 1.028 2.687 -1.184
H3 2.593 2.013 -0.644
Y1 -0.852 -1.072 -0.506
C2 -1.462 -2.572 0.781
C3 -1.357 -1.327 -2.482
C4 -1.112 0.892 0.244
H4 -1.976 -0.468 -2.751
H5 -0.469 -1.397 -3.104
H6 -1.937 -2.257 -2.491
H7 -2.120 -2.096 1.512
H8 -2.017 -3.265 0.139
H9 -0.611 -3.054 1.257
H10 -1.447 1.607 -0.473
H11 -1.777 0.687 1.092
O1 3.410 1.294 3.446
N1 2.303 1.276 2.889
O2 2.285 1.027 1.623

Calculated values
2S+1 ... 5
M ... 288.4 g mol⁻¹
HOMO energy (spin up / spin down) ... -3.8320 / -4.9507 eV
Total charge ... -1



[3]
Density functional theory data (the ωB97M-V functional and the def2-TZVPD basis) for a gas-phase ion, C4H11ClN2 (charge +2) at a distorted geometry.

Positions of all 18 atoms, in Å:
C1 -0.593 0.910 0.181
C2 -0.285 0.418 -1.246
C3 -0.511 -0.460 0.796
C4 0.506 -1.208 -0.100
N1 0.827 0.877 -2.035
N2 -0.300 -0.555 2.284
Cl1 0.150 -2.848 -0.368
H1 0.285 1.513 0.434
H2 -1.484 1.349 0.210
H3 -1.010 0.117 -1.925
H4 -1.471 -0.824 0.390
H5 1.628 -1.003 -0.056
H6 0.679 1.916 -2.507
H7 0.808 0.447 -2.951
H8 1.581 1.002 -1.417
H9 -1.014 -1.051 2.908
H10 -0.402 0.367 2.744
H11 0.606 -0.967 2.658

Calculated values
Energy above the lowest of the compared OMol25 structures with the same formula, charge and spin ... 208.38 kJ/mol
M ... 122.6 g mol⁻¹
HOMO energy ... -17.5117 eV
Total charge ... +2



[4]
Density functional theory data (the ωB97M-V functional and the def2-TZVPD basis) for 2 unconnected molecules or ions with the total composition C4H11F2NO10P3S2 at a distorted geometry.

Positions of all 33 atoms, in Å:
C1 2.127 1.930 0.494
C2 0.733 1.118 0.060
C3 1.019 -0.530 0.039
O1 1.031 -1.058 1.436
C4 1.108 -2.539 1.425
O2 0.166 -3.264 2.089
P1 2.451 -3.514 0.473
P2 4.366 -2.473 0.411
O3 5.327 -3.179 1.463
O4 4.988 -2.691 -1.237
O5 4.301 -0.777 0.800
P3 -0.353 -1.311 -1.059
O6 -1.599 -0.294 -1.035
H1 2.771 2.143 -0.480
H2 2.735 1.269 1.275
H3 1.842 2.975 0.977
H4 0.451 1.483 -1.040
H5 -0.178 1.390 0.780
H6 2.047 -0.773 -0.515
H7 1.979 -3.582 -0.903
H8 4.957 -1.794 -1.697
H9 4.441 -0.193 -0.023
H10 -0.851 -2.572 -0.571
H11 0.111 -1.360 -2.438
N1 -4.285 2.001 -0.508
S1 -5.604 1.150 -0.563
O7 -6.772 1.759 -1.190
O8 -5.873 0.246 0.549
F1 -5.190 0.093 -1.695
S2 -4.417 3.205 0.494
O9 -3.365 4.211 0.349
O10 -4.778 2.916 1.877
F2 -5.687 4.012 -0.035

Calculated values
M ... 428.2 g mol⁻¹
HOMO energy ... -6.4128 eV
Total charge ... -1



[5]
Density functional theory data (the ωB97M-V functional and the def2-TZVPD basis) for 2 unconnected molecules or ions with the total composition C4H11FN3 at a distorted geometry.

Positions of all 19 atoms, in Å:
C1 0.723 1.478 -0.970
C2 -1.430 -0.087 1.180
C3 0.185 -2.026 0.611
C4 -0.563 -0.948 0.319
N1 0.785 2.185 0.133
N2 0.921 -2.594 -0.382
N3 0.009 1.854 -2.021
F1 -0.908 -1.019 -1.010
H1 1.204 0.473 -1.036
H2 -1.013 0.288 1.974
H3 -1.871 0.640 0.608
H4 -2.253 -0.706 1.695
H5 0.421 -2.297 1.663
H6 1.460 2.334 0.915
H7 0.525 -2.367 -1.277
H8 1.112 -3.608 -0.348
H9 0.148 3.028 0.058
H10 -0.424 2.746 -2.036
H11 -0.287 1.036 -2.542

Calculated values
Energy above the lowest of the compared OMol25 structures with the same formula, charge and spin ... 192.20 kJ/mol
M ... 120.2 g mol⁻¹
HOMO energy ... -11.3032 eV
Total charge ... +1



[6]
Density functional theory data (the ωB97M-V functional and the def2-TZVPD basis) for 2 unconnected molecules or ions with the total composition C4H11IN at a distorted geometry.

Positions of all 17 atoms, in Å:
C1 -1.792 0.075 0.749
C2 1.679 -0.129 0.601
C3 0.473 1.040 -1.074
C4 -0.759 -0.822 0.086
N1 0.499 -0.246 -0.448
I1 -1.799 -2.044 -1.402
H1 -1.505 0.962 1.421
H2 -2.493 -0.520 1.363
H3 -2.242 0.530 -0.166
H4 2.569 0.342 0.103
H5 1.337 0.555 1.388
H6 1.886 -1.129 1.017
H7 -0.180 1.193 -1.867
H8 0.363 1.849 -0.400
H9 1.537 1.307 -1.466
H10 -0.419 -1.974 1.094
H11 0.846 -0.991 -0.999

Calculated values
2S+1 ... 3
Energy above the lowest of the compared OMol25 structures with the same formula, charge and spin ... 233.31 kJ/mol
M ... 200.0 g mol⁻¹
HOMO energy (spin up / spin down) ... -10.0204 / -14.2149 eV
Total charge ... +1



[7]
Density functional theory data (the ωB97M-V functional and the def2-TZVPD basis) for a gas-phase ion, C4H11IN3 (charge +1) at a distorted geometry.

Positions of all 19 atoms, in Å:
C1 2.047 0.641 0.063
C2 0.744 -0.083 0.049
C3 0.513 -1.066 -1.063
N1 0.393 -0.738 1.354
N2 -0.598 1.033 0.191
N3 -1.728 0.308 0.226
C4 -2.778 0.764 -0.327
I1 -4.601 -0.213 -0.126
H1 2.212 1.135 -0.891
H2 2.857 -0.075 0.202
H3 2.092 1.389 0.849
H4 1.174 -1.925 -0.936
H5 0.732 -0.623 -2.032
H6 -0.518 -1.422 -1.071
H7 0.823 -1.658 1.498
H8 0.625 -0.118 2.139
H9 -0.662 -0.800 1.293
H10 -0.532 1.749 -0.535
H11 -2.792 1.704 -0.883

Calculated values
SMILES ... CC(C)([NH3+])N/N=C/I
Energy above the lowest of the compared OMol25 structures with the same formula, charge and spin ... 127.71 kJ/mol
M ... 228.1 g mol⁻¹
HOMO energy ... -12.3824 eV
Total charge ... +1



[8]
Density functional theory data (the ωB97M-V functional and the def2-TZVPD basis) for a molecular structure, C4H11N2 at a distorted geometry.

Positions of all 17 atoms, in Å:
C1 -1.469 -0.272 1.010
C2 -0.283 -1.306 0.578
C3 0.328 -1.030 -0.755
C4 2.048 0.899 -0.933
N1 0.830 0.388 -0.833
N2 -1.105 1.139 0.669
H1 -2.357 -0.498 0.360
H2 -1.879 -0.169 1.994
H3 -0.841 -2.254 0.736
H4 0.536 -1.189 1.282
H5 -0.526 -1.110 -1.531
H6 1.088 -1.656 -1.054
H7 2.890 0.200 -0.788
H8 2.257 1.942 -1.067
H9 -0.246 1.043 -0.353
H10 -0.776 1.573 1.557
H11 -1.960 1.688 0.607

Calculated values
Energy above the lowest of the compared OMol25 structures with the same formula, charge and spin ... 249.30 kJ/mol
M ... 87.1 g mol⁻¹
HOMO energy ... -14.7690 eV
Total charge ... +1



[9]
Density functional theory data (the ωB97M-V functional and the def2-TZVPD basis) for a molecular structure, C4H11N2 at a distorted geometry.

Positions of all 17 atoms, in Å:
C1 -0.403 -0.828 -0.147
C2 -0.082 0.613 -0.388
C3 -0.296 -1.564 1.165
C4 -2.628 0.460 -0.162
N1 -1.383 0.232 -0.209
N2 0.580 1.468 0.639
H1 -0.332 -1.474 -1.018
H2 2.346 0.313 -2.190
H3 0.673 -2.055 1.225
H4 -1.059 -2.337 1.225
H5 -0.410 -0.905 2.026
H6 3.109 0.204 -2.272
H7 -3.331 -0.359 -0.184
H8 -3.005 1.472 -0.115
H9 0.705 2.416 0.256
H10 1.513 1.070 0.815
H11 0.073 1.540 1.538

Calculated values
Energy above the lowest of the compared OMol25 structures with the same formula, charge and spin ... 529.62 kJ/mol
M ... 87.1 g mol⁻¹
HOMO energy ... -12.6189 eV
Total charge ... +1



[10]
Density functional theory data (the ωB97M-V functional and the def2-TZVPD basis) for 2 unconnected molecules or ions with the total composition C4H11N2 at a distorted geometry.

Positions of all 17 atoms, in Å:
C1 -0.968 1.760 -0.521
C2 0.953 0.217 -0.505
C3 1.194 -0.693 -1.619
C4 -1.689 -0.857 1.399
N1 0.175 1.266 -0.573
N2 1.872 0.180 0.459
H1 -0.935 2.828 -0.749
H2 -1.685 1.408 0.178
H3 0.758 -1.596 -1.135
H4 2.196 -1.015 -1.814
H5 0.686 -0.452 -2.503
H6 -1.361 0.120 1.385
H7 -1.065 -1.606 1.019
H8 -2.687 -0.700 0.883
H9 1.844 0.733 1.269
H10 2.685 -0.471 0.377
H11 -1.974 -1.122 2.450

Calculated values
Energy above the lowest of the compared OMol25 structures with the same formula, charge and spin ... 252.21 kJ/mol
M ... 87.1 g mol⁻¹
HOMO energy ... -15.2430 eV
Total charge ... +1